No. 1
A structure of composition C6H10O. Source: the OMol25 dataset; level of theory: ωB97M-V/def2-TZVPD.

Atoms and positions in Å:
C: -0.883 0.408 -1.503
C: -0.332 -0.822 -0.800
C: 1.158 -0.732 -0.402
C: 1.101 -0.181 1.013
O: 0.812 1.240 1.037
C: -0.482 0.922 1.569
C: -0.277 -0.572 1.571
H: -1.978 0.425 -1.483
H: -0.566 0.402 -2.552
H: -0.504 1.333 -1.056
H: -0.571 -1.733 -1.353
H: 1.627 -1.721 -0.407
H: 1.742 -0.081 -1.067
H: 1.953 -0.435 1.656
H: -1.311 1.348 0.986
H: -0.603 1.241 2.616
H: -0.886 -1.042 0.175

Force components x, y, z for each atom (eV/Å):
0.0 0.0 0.0
0.0 0.0 -0.1
-0.1 0.0 0.1
0.2 -0.3 0.0
0.1 0.2 0.0
-0.2 0.0 0.1
0.2 0.2 0.2
0.1 0.0 -0.1
0.0 0.0 0.1
-0.1 -0.2 -0.1
0.1 0.1 -0.1
-0.1 0.1 0.1
-0.2 -0.1 0.1
-0.1 0.1 -0.1
0.1 -0.2 0.2
0.1 0.0 0.0
-0.1 0.1 -0.3

As for the total energy: -8426.5852 eV. Its spin multiplicity is 1. As for the molar mass: 98.14 g mol⁻¹. Its LUMO energy is 0.20 eV.

The net atomic charges from Mulliken, expressed in e, are: atom 1 (C): -1.333, atom 2 (C): -0.152, atom 3 (C): -0.770, atom 4 (C): 0.199, atom 5 (O): -0.460, atom 6 (C): -0.220, atom 7 (C): -0.649, atom 8 (H): 0.321, atom 9 (H): 0.381, atom 10 (H): 0.358, atom 11 (H): 0.475, atom 12 (H): 0.317, atom 13 (H): 0.343, atom 14 (H): 0.451, atom 15 (H): 0.195, atom 16 (H): 0.298, atom 17 (H): 0.246

=====

No. 2
The molecule C2H6ClN3 at a distorted geometry. Source: the OMol25 dataset; level of theory: ωB97M-V/def2-TZVPD.

Atoms and positions in Å:
C: -0.229 0.426 0.910
C: -1.061 -0.418 0.152
H: 1.883 -0.415 -0.850
H: 2.113 -1.473 0.346
H: 1.706 0.667 1.437
H: 0.349 1.985 1.711
H: -0.804 -1.520 0.573
H: -2.226 -0.387 0.242
N: 1.462 -0.898 -0.062
N: 1.134 -0.024 0.998
N: -0.572 1.479 1.514
Cl: -0.556 -0.165 -1.587

Force components x, y, z for each atom (eV/Å):
3.2 1.6 2.1
-3.2 -4.9 -0.6
0.0 0.1 0.1
2.0 -2.1 0.6
1.1 0.2 -0.4
-1.7 -0.6 0.5
-0.5 2.2 -1.8
2.4 0.8 -0.2
0.5 1.5 0.5
-3.4 -0.3 -1.1
0.9 1.6 -0.2
-1.4 -0.1 0.3

As for the total energy: -19161.6710 eV. Its spin multiplicity is 1. As for the molar mass: 107.54 g mol⁻¹. The SMILES is [H]/N=C(/CCl)NN. Its LUMO energy is 0.80 eV.

The net atomic charges from Mulliken, expressed in e, are: atom 1 (C): 0.331, atom 2 (C): -0.159, atom 3 (H): 0.220, atom 4 (H): 0.204, atom 5 (H): 0.196, atom 6 (H): 0.197, atom 7 (H): 0.248, atom 8 (H): 0.316, atom 9 (N): -0.486, atom 10 (N): -0.193, atom 11 (N): -0.678, atom 12 (Cl): -0.195

=====

No. 3
A cluster of 2 separate species, C6H9N in total at a distorted geometry. Source: the OMol25 dataset; level of theory: ωB97M-V/def2-TZVPD.

Atoms and positions in Å:
C: -2.385 0.339 -0.624
C: -0.969 0.713 -0.460
C: 0.089 1.318 -0.748
C: 1.407 1.673 -0.687
C: 0.856 -0.368 1.067
C: 1.012 -1.523 0.198
N: 1.242 -1.527 1.675
H: -2.494 -0.746 -0.782
H: -2.843 0.846 -1.488
H: -2.977 0.598 0.267
H: 1.723 2.584 -0.175
H: 2.138 1.213 -1.354
H: 0.549 0.607 1.385
H: 1.914 -1.678 -0.397
H: 0.112 -2.007 -0.190
H: 0.626 -2.042 2.312

Force components x, y, z for each atom (eV/Å):
-0.2 -0.1 0.1
0.7 0.7 -0.6
-0.5 -0.6 0.4
-0.1 0.1 -0.2
0.1 -0.2 0.2
0.0 0.0 0.0
-0.2 -0.1 0.0
0.1 0.3 0.0
0.2 -0.1 0.2
0.2 -0.1 -0.2
-0.1 -0.3 -0.1
-0.2 0.1 0.2
0.0 -0.2 -0.1
-0.2 0.1 0.2
0.2 0.1 0.1
0.2 0.3 -0.3

As for the total energy: -7851.1789 eV. Its spin multiplicity is 1. As for the molar mass: 95.14 g mol⁻¹. Its LUMO energy (alpha / beta) is 0.85 / 0.07 eV.

The net atomic charges from Mulliken, expressed in e, are: atom 1 (C): -1.119, atom 2 (C): -0.079, atom 3 (C): 0.598, atom 4 (C): -0.911, atom 5 (C): -0.279, atom 6 (C): -0.220, atom 7 (N): -0.478, atom 8 (H): 0.248, atom 9 (H): 0.279, atom 10 (H): 0.278, atom 11 (H): 0.276, atom 12 (H): 0.267, atom 13 (H): 0.464, atom 14 (H): 0.224, atom 15 (H): 0.190, atom 16 (H): 0.262

=====

No. 4
A structure of composition C37H38BrF5GeN2O6PbS. Source: the OMol25 dataset; level of theory: ωB97M-V/def2-TZVPD.

Atoms and positions in Å:
Pb: -0.827 0.069 -0.573
C: 2.818 -0.582 3.643
C: 1.911 -1.462 2.800
C: 2.682 -2.596 2.149
C: 0.766 -2.015 3.642
O: 1.260 -0.668 1.786
Ge: 1.591 0.360 0.414
O: 2.689 0.024 -0.889
C: 4.039 -0.437 -1.078
C: 3.961 -1.903 -1.478
C: 4.590 0.397 -2.230
C: 4.872 -0.237 0.177
O: 1.334 2.048 0.851
C: 2.197 3.195 1.011
C: 1.305 4.272 1.611
C: 3.332 2.857 1.963
C: 2.712 3.634 -0.351
H: 3.259 -1.157 4.458
H: 3.630 -0.169 3.042
H: 2.246 0.243 4.070
H: 3.073 -3.268 2.914
H: 2.033 -3.171 1.484
H: 3.533 -2.223 1.574
H: 1.152 -2.677 4.418
H: 0.213 -1.204 4.122
H: 0.078 -2.581 3.013
H: 3.317 -2.021 -2.353
H: 4.957 -2.272 -1.723
H: 3.553 -2.523 -0.677
H: 3.984 0.258 -3.126
H: 4.595 1.458 -1.977
H: 5.611 0.087 -2.459
H: 4.451 -0.775 1.031
H: 5.882 -0.615 0.016
H: 4.949 0.823 0.430
H: 0.959 3.979 2.604
H: 1.859 5.207 1.701
H: 0.431 4.444 0.982
H: 2.931 2.494 2.908
H: 3.996 2.088 1.546
H: 3.933 3.745 2.161
H: 1.879 3.889 -1.007
H: 3.355 4.509 -0.251
H: 3.288 2.842 -0.829
S: -3.600 -1.961 2.715
C: -2.685 -0.815 3.643
C: -2.752 -0.544 5.008
C: -1.931 0.447 5.503
C: -1.065 1.161 4.662
C: -0.992 0.890 3.313
C: -1.811 -0.119 2.807
N: -1.870 -0.536 1.488
C: -2.755 -1.468 1.297
C: -3.004 -2.001 -0.055
C: -3.940 -3.006 -0.282
C: -4.163 -3.467 -1.571
C: -3.457 -2.917 -2.634
C: -2.522 -1.914 -2.407
C: -2.288 -1.453 -1.120
H: -3.427 -1.086 5.656
H: -1.963 0.684 6.558
H: -0.450 1.946 5.083
H: -0.326 1.439 2.659
H: -4.501 -3.430 0.542
H: -4.895 -4.244 -1.746
H: -3.638 -3.269 -3.642
H: -1.967 -1.507 -3.245
Br: 0.842 0.129 -4.014
C: -0.832 0.993 -3.948
C: -1.459 1.410 -5.111
C: -2.683 2.047 -4.987
C: -3.223 2.260 -3.727
C: -2.520 1.810 -2.627
N: -1.349 1.174 -2.744
C: -3.041 2.052 -1.223
O: -4.087 2.638 -1.078
O: -2.274 1.633 -0.255
H: -0.995 1.241 -6.070
H: -3.205 2.384 -5.873
H: -4.162 2.768 -3.565
F: -2.215 -6.870 -1.430
C: -1.461 -5.807 -1.593
C: -1.160 -5.006 -0.479
F: -1.650 -5.349 0.706
C: -0.393 -3.896 -0.650
F: -0.100 -3.103 0.358
C: 0.108 -3.495 -1.954
O: 0.716 -2.432 -2.093
C: -0.219 -4.378 -3.059
F: 0.207 -4.037 -4.259
C: -0.987 -5.494 -2.876
F: -1.319 -6.284 -3.886

Force components x, y, z for each atom (eV/Å):
-0.1 0.0 -0.1
0.0 0.1 -0.1
0.0 -0.3 0.2
0.1 -0.1 -0.1
0.0 0.0 0.1
0.0 0.2 -0.4
0.2 0.4 0.0
-0.5 0.3 0.3
0.3 -0.2 -0.1
0.0 -0.1 -0.1
0.0 -0.1 0.0
0.0 0.1 0.0
-0.1 -0.5 0.0
0.1 0.2 0.0
0.0 0.0 0.1
0.1 -0.1 -0.1
0.0 0.0 0.0
0.0 0.0 0.0
0.0 0.0 0.0
0.0 0.0 0.0
0.0 0.0 0.0
0.1 0.1 0.1
-0.2 -0.2 0.1
0.0 0.0 0.0
0.1 -0.1 0.0
0.0 0.0 0.0
0.0 0.0 0.1
0.0 0.0 0.0
0.0 0.1 0.0
0.0 0.0 0.0
0.0 0.0 0.0
0.0 0.0 0.0
0.1 0.2 -0.2
0.0 0.0 0.0
0.0 -0.1 -0.1
0.0 0.0 0.0
0.0 0.0 0.0
0.0 0.0 0.0
0.0 0.0 0.1
-0.2 0.2 0.1
0.0 0.0 0.0
0.0 0.0 0.0
0.0 0.0 0.0
0.0 -0.1 0.0
0.0 -0.1 0.0
0.0 0.0 0.1
0.0 0.0 0.0
0.0 0.0 0.0
0.0 0.1 0.0
-0.1 0.1 0.0
0.0 0.0 -0.1
-0.1 -0.1 0.1
0.0 0.0 -0.1
-0.1 0.0 0.2
0.0 0.0 0.0
0.0 0.1 0.0
-0.1 0.0 0.0
0.0 0.0 0.0
-0.1 -0.2 -0.2
0.0 0.0 0.0
0.0 0.0 0.0
0.0 0.0 0.0
0.0 0.0 0.0
0.0 0.0 0.0
0.0 0.0 0.0
0.0 0.0 0.0
0.0 0.0 0.0
-0.1 0.0 0.0
0.1 0.0 -0.1
0.0 0.0 0.0
0.0 0.0 0.0
0.0 0.0 0.0
0.0 0.0 -0.1
0.0 0.0 0.0
0.0 0.1 0.3
0.0 0.0 -0.1
0.1 0.0 -0.1
0.0 0.0 0.0
0.0 0.0 0.0
0.0 0.0 0.0
0.0 0.0 0.0
0.0 0.0 0.0
0.0 -0.1 0.0
0.0 0.1 0.0
0.0 -0.3 -0.4
0.0 0.2 0.4
-0.1 0.0 0.2
0.1 0.0 0.0
0.1 0.0 0.0
0.0 0.0 0.0
0.0 0.0 0.0
0.0 0.0 0.0

As for the total energy: -210475.0487 eV. The expectation value of S² is 0.79. Its spin multiplicity is 2. As for the molar mass: 1093.49 g mol⁻¹. Its LUMO energy (alpha / beta) is -2.90 / -5.04 eV. As for the charge: +1.

The net atomic charges from Mulliken, expressed in e, are: atom 1 (Pb): 0.483, atom 2 (C): -1.354, atom 3 (C): 1.712, atom 4 (C): -1.105, atom 5 (C): -1.386, atom 6 (O): 1.345, atom 7 (Ge): -1.742, atom 8 (O): 1.170, atom 9 (C): 1.606, atom 10 (C): -1.427, atom 11 (C): -1.562, atom 12 (C): -1.464, atom 13 (O): 0.735, atom 14 (C): 1.592, atom 15 (C): -1.836, atom 16 (C): -1.020, atom 17 (C): -1.193, atom 18 (H): 0.473, atom 19 (H): 0.228, atom 20 (H): 0.204, atom 21 (H): 0.538, atom 22 (H): -0.163, atom 23 (H): 0.247, atom 24 (H): 0.476, atom 25 (H): 0.308, atom 26 (H): 0.041, atom 27 (H): 0.174, atom 28 (H): 0.548, atom 29 (H): 0.227, atom 30 (H): 0.284, atom 31 (H): 0.283, atom 32 (H): 0.398, atom 33 (H): 0.159, atom 34 (H): 0.546, atom 35 (H): 0.184, atom 36 (H): 0.310, atom 37 (H): 0.469, atom 38 (H): 0.360, atom 39 (H): 0.204, atom 40 (H): -0.075, atom 41 (H): 0.552, atom 42 (H): 0.287, atom 43 (H): 0.483, atom 44 (H): -0.055, atom 45 (S): -0.488, atom 46 (C): 1.209, atom 47 (C): -0.705, atom 48 (C): -0.638, atom 49 (C): -0.439, atom 50 (C): -0.310, atom 51 (C): -1.415, atom 52 (N): 0.790, atom 53 (C): 0.950, atom 54 (C): 0.342, atom 55 (C): -0.737, atom 56 (C): -1.057, atom 57 (C): -0.910, atom 58 (C): -0.937, atom 59 (C): 0.343, atom 60 (H): 0.453, atom 61 (H): 0.414, atom 62 (H): 0.457, atom 63 (H): 0.244, atom 64 (H): 0.488, atom 65 (H): 0.470, atom 66 (H): 0.508, atom 67 (H): 0.475, atom 68 (Br): 0.003, atom 69 (C): 0.159, atom 70 (C): -0.663, atom 71 (C): -0.497, atom 72 (C): -0.672, atom 73 (C): 0.526, atom 74 (N): 0.081, atom 75 (C): 0.125, atom 76 (O): -0.663, atom 77 (O): -0.613, atom 78 (H): 0.494, atom 79 (H): 0.447, atom 80 (H): 0.578, atom 81 (F): -0.317, atom 82 (C): 0.509, atom 83 (C): -0.063, atom 84 (F): -0.410, atom 85 (C): 0.032, atom 86 (F): 0.160, atom 87 (C): 0.132, atom 88 (O): -0.296, atom 89 (C): 0.239, atom 90 (F): -0.321, atom 91 (C): 0.587, atom 92 (F): -0.306